Record 1
Computed, not measured: a cluster of 2 separate species, H5N3S in total in a non-equilibrium geometry, with ωB97M-V with the def2-TZVPD basis set.

Structure (XYZ):
```
9
Properties=species:S:1:pos:R:3:lowdin_charge:R:1
N -1.88 -0.78 0.25 -0.122
N -0.80 -0.21 -0.33 -0.105
N 2.72 0.76 -0.17 -0.513
S 2.11 -0.71 0.22 0.516
H -2.23 -0.74 1.27 0.128
H -0.07 0.09 0.42 -0.051
H -2.28 -1.38 -0.44 0.066
H 3.08 0.97 -1.16 0.069
H 3.50 0.94 0.49 0.012
```

## Properties
- Energy: -15382.7845 eV
- Gap between HOMO and LUMO (alpha / beta): 6.58 / 9.23 eV
- Energy above the lowest of the compared OMol25 structures with the same formula, charge and spin: 54.1 kcal per mole
- Highest occupied orbital energy (alpha / beta): -0.272 / -0.311 Ha



Record 2
Computed, not measured: a structure of composition C9H5N3PtS2Te in a non-equilibrium geometry, with ωB97M-V with the def2-TZVPD basis set.

Structure (XYZ):
```
21
Properties=species:S:1:pos:R:3:lowdin_charge:R:1
Pt 0.95 -0.85 0.12 0.152
S 3.22 -0.82 0.06 0.359
C 3.60 0.86 -0.26 -0.768
C 4.96 1.16 -0.49 -0.327
N 6.08 1.39 -0.68 0.114
C 2.66 1.85 -0.30 -0.790
S 0.96 1.56 -0.05 0.509
C 3.02 3.19 -0.60 -0.333
N 3.28 4.29 -0.84 0.112
C -3.92 -0.85 0.28 -0.185
C -3.20 -0.43 -0.86 -0.163
C -1.83 -0.42 -0.85 -0.231
N -1.08 -0.81 0.24 -0.314
C -1.79 -1.24 1.34 -0.244
C -3.15 -1.27 1.39 -0.165
H -5.01 -0.86 0.30 0.046
H -3.72 -0.11 -1.76 0.072
H -1.27 -0.09 -1.72 0.071
H -1.18 -1.57 2.17 0.065
H -3.63 -1.62 2.30 0.072
Te 1.06 -3.35 0.21 -0.053
```

## Properties
- Charge: -2
- Energy: -46096.0611 eV
- Gap between HOMO and LUMO (alpha / beta): 3.47 / 5.54 eV
- Energy above the lowest of the compared OMol25 structures with the same formula, charge and spin: 0.0 kcal per mole
- Multiplicity: 3
- Highest occupied orbital energy (alpha / beta): 0.043 / -0.036 Ha



Record 3
Computed, not measured: an isolated molecule of C14H19N3O2S2 in a non-equilibrium geometry, with ωB97M-V with the def2-TZVPD basis set.

Structure (XYZ):
```
40
Properties=species:S:1:pos:R:3:lowdin_charge:R:1
C 3.10 0.45 0.29 -0.110
O 3.15 -0.96 0.28 -0.201
C 2.19 -1.59 -0.53 -0.189
C 1.14 -2.35 0.31 -0.088
N 0.16 -1.47 0.89 0.000
C 0.28 -0.84 2.11 -0.265
C 1.39 -1.13 3.05 -0.016
C -0.78 0.00 2.26 -0.012
C -1.60 -0.13 1.10 -0.163
C -2.77 0.64 0.75 -0.471
O -3.60 0.31 -0.08 0.041
C -2.89 2.00 1.43 -0.359
S -1.34 2.97 1.26 0.923
C -0.84 2.40 -0.31 -0.921
N 0.33 1.94 -0.55 -0.043
N 0.51 1.54 -1.80 0.002
C -0.52 1.70 -2.56 -0.642
C -0.58 1.30 -3.98 -0.082
S -1.89 2.41 -1.73 1.083
C -0.98 -1.06 0.27 -0.199
C -1.40 -1.54 -1.07 0.002
H 3.29 0.86 -0.70 0.086
H 2.13 0.82 0.64 0.059
H 3.89 0.77 0.97 0.089
H 2.71 -2.32 -1.16 0.125
H 1.69 -0.85 -1.17 0.103
H 1.65 -2.89 1.10 0.130
H 0.63 -3.07 -0.34 0.123
H 1.37 -0.41 3.86 0.085
H 2.36 -1.07 2.55 0.067
H 1.29 -2.13 3.47 0.086
H -0.97 0.62 3.11 0.106
H -3.05 1.90 2.50 0.085
H -3.72 2.56 0.99 0.083
H 0.37 0.86 -4.27 0.083
H -0.78 2.17 -4.60 0.079
H -1.39 0.58 -4.14 0.079
H -2.31 -1.03 -1.35 0.073
H -0.63 -1.35 -1.81 0.076
H -1.60 -2.62 -1.04 0.091
```

## Properties
- SMILES: COCCn1c(C)cc(C(=O)CSc2nnc(C)s2)c1C
- Energy: -45061.2559 eV
- Gap between HOMO and LUMO: 8.37 eV
- Energy above the lowest of the compared OMol25 structures with the same formula, charge and spin: 53.7 kcal per mole
- Highest occupied orbital energy: -0.294 Ha



Record 4
Computed, not measured: an isolated molecule of C4H6N2O in a non-equilibrium geometry, with ωB97M-V with the def2-TZVPD basis set.

Structure (XYZ):
```
13
Properties=species:S:1:pos:R:3:lowdin_charge:R:1
O 1.56 1.84 0.47 0.129
C 0.79 0.79 0.30 -0.377
C 1.01 -0.23 -0.71 -0.156
N -0.25 -0.26 -1.55 0.008
C -0.15 -1.14 -0.40 -0.326
C -1.07 -0.50 0.63 -0.113
N -0.22 0.60 1.14 0.120
H 2.25 1.72 -0.21 0.126
H -0.10 -0.71 -2.44 0.076
H -0.06 -2.22 -0.48 0.127
H -1.80 -0.06 -0.05 0.113
H -1.47 -1.09 1.45 0.116
H -0.50 1.26 1.85 0.158
```

## Properties
- SMILES: OC1=C2N[C@@H]2CN1
- Energy: -9269.4537 eV
- Gap between HOMO and LUMO: 8.18 eV
- Energy above the lowest of the compared OMol25 structures with the same formula, charge and spin: 93.4 kcal per mole
- Highest occupied orbital energy: -0.272 Ha



Record 5
Computed, not measured: a structure of composition C26H24Br12N4O6 in a non-equilibrium geometry, with ωB97M-V with the def2-TZVPD basis set.

Structure (XYZ):
```
72
Properties=species:S:1:pos:R:3:lowdin_charge:R:1
N -0.34 -1.00 0.87 0.025
C 0.53 -0.59 -0.09 -0.199
C 1.28 0.45 0.34 -0.147
C 0.99 0.65 1.72 -0.086
C -0.07 -0.28 1.99 -0.125
H -0.92 -1.83 0.84 0.106
H 0.58 -1.17 -0.99 0.098
H 2.00 1.06 -0.18 0.007
H 1.48 1.29 2.44 0.033
H -0.72 -0.48 2.83 0.097
C 0.34 3.24 5.63 -1.409
Br 1.77 3.59 4.18 0.500
Br 0.96 4.23 7.20 0.561
Br 0.00 1.25 5.88 0.501
H -0.59 3.70 5.29 -0.041
C 3.09 4.88 -0.94 -1.345
Br 2.00 4.92 0.74 0.610
Br 3.60 2.95 -1.30 0.501
Br 4.82 5.98 -0.87 0.495
H 2.48 5.18 -1.79 -0.019
C 4.42 -0.60 2.43 -1.541
Br 4.65 -0.28 4.34 0.559
Br 5.34 -2.17 1.76 0.636
Br 5.04 1.01 1.45 0.509
H 3.35 -0.70 2.21 -0.050
C 2.00 0.43 -3.64 -1.447
Br 0.22 1.16 -3.15 0.594
Br 2.99 1.53 -5.02 0.496
Br 1.68 -1.39 -4.44 0.499
H 2.59 0.43 -2.72 -0.054
C -3.32 2.13 0.58 -0.055
C -2.68 2.11 1.82 -0.066
C -1.97 3.20 2.21 -0.002
C -1.75 4.30 1.34 -0.123
C -2.46 4.32 0.18 -0.024
C -3.28 3.27 -0.22 -0.055
N -0.90 5.46 1.75 -0.349
O -0.37 5.46 2.87 -0.032
O -0.75 6.34 0.89 0.004
H -3.91 1.24 0.40 0.102
H -2.71 1.21 2.43 0.108
H -1.37 3.20 3.10 0.089
H -2.39 5.17 -0.48 0.119
H -3.71 3.35 -1.21 0.104
C 3.84 -5.76 -0.68 -0.076
C 2.84 -6.62 -1.12 -0.063
C 1.56 -6.22 -0.94 -0.034
C 1.18 -5.07 -0.25 -0.119
C 2.21 -4.24 0.23 0.025
C 3.54 -4.58 -0.07 -0.095
N -0.27 -4.74 -0.04 -0.283
O -1.10 -5.29 -0.77 0.086
O -0.48 -3.82 0.78 0.032
H 4.88 -5.99 -0.88 0.111
H 3.06 -7.52 -1.67 0.113
H 0.72 -6.85 -1.21 0.118
H 1.94 -3.30 0.69 0.104
H 4.37 -3.94 0.18 0.004
C -3.73 0.34 -3.99 -0.063
C -4.37 -0.85 -4.22 -0.089
C -4.39 -1.82 -3.26 0.003
C -3.73 -1.65 -2.01 -0.108
C -3.01 -0.45 -1.76 -0.002
C -3.03 0.54 -2.78 -0.116
N -3.80 -2.70 -0.98 -0.319
O -4.04 -3.85 -1.32 0.071
O -3.71 -2.45 0.25 0.035
H -3.66 1.14 -4.71 0.110
H -4.91 -0.98 -5.15 0.113
H -4.93 -2.73 -3.48 0.117
H -2.43 -0.26 -0.88 0.090
H -2.49 1.46 -2.63 0.047
```

## Properties
- Energy: -886094.7827 eV
- Gap between HOMO and LUMO: 7.33 eV
- Highest occupied orbital energy: -0.302 Ha